The following is a quantum chemistry calculation of a 3-piece molecular cluster, C2H9NO4 overall, from the OMol25 dataset.

Summary:
Structure (SMILES)   NCC(=O)O.O.O
Calculated total energy   -11899.5153 eV
Net charge   0
HOMO-LUMO gap   10.83 eV
Lowest unoccupied orbital energy   0.8 eV
Max |F|   0.028 Eh/bohr
E_HOMO   -10.0645 eV
Spin multiplicity   1

The geometry in XYZ format:
```
16
Properties=species:S:1:pos:R:3:forces:R:3
O -1.6825 0.3763 -0.8559 -0.41 0.32 -0.44
C -0.5765 0.6942 -1.1965 0.09 -0.80 0.78
O -0.0126 0.3260 -2.3579 0.44 0.81 -0.52
C 0.4012 1.3400 -0.2303 0.18 -1.34 -0.31
N 1.2428 0.2313 0.3082 -0.69 -0.93 0.84
H -0.6622 0.2434 -3.0674 -0.28 -0.40 0.27
H 1.0373 1.9958 -0.8190 -0.06 0.56 0.57
H -0.2325 1.7150 0.5590 0.10 0.98 -0.04
H 0.5974 -0.5541 0.4153 0.08 -0.39 -0.93
H 1.3542 0.2820 1.3257 0.57 1.22 -0.24
H 5.6149 -1.3067 0.1640 -0.07 -0.07 -0.25
H 6.0558 -2.4702 0.9991 0.03 -0.20 -0.13
O 5.8382 -2.2424 0.0875 0.03 0.26 0.38
H -6.2584 0.1325 2.2612 0.02 0.00 -0.02
H -6.7367 -0.6183 1.0241 0.01 0.00 -0.01
O -5.9804 -0.1448 1.3827 -0.04 0.01 0.05
```
Forces are in eV/Å.

Results of the natural (NBO) charge analysis, in e, for atoms 1 through 4:
1 O -0.574
2 C 0.778
3 O -0.690
4 C -0.333